Record 1
{
  "formula": "C9H12ClF2NO17PdS2",
  "method": "the ωB97M-V functional and the def2-TZVPD basis",
  "lumo_energy_ev": [0.36, -2.24],
  "s_squared": 2.004,
  "e_tot_ha": -3267.81393,
  "largest_force_ev_per_a": 6.46,
  "spin_multiplicity": 3,
  "elements": ["Pd", "Cl", "S", "S", "F", "F", "O", "O", "O", "O", "O", "O", "O", "O", "O", "O", "O", "O", "O", "O", "O", "O", "O", "N", "C", "C", "C", "C", "C", "C", "C", "C", "C", "H", "H", "H", "H", "H", "H", "H", "H", "H", "H", "H", "H"],
  "positions_angstrom": [[-0.865, 0.070, -0.158], [-3.659, 0.981, -0.976], [1.557, -1.957, 1.198], [0.361, -3.018, -0.678], [-1.152, -2.831, -1.230], [0.792, -2.803, 2.321], [0.158, -4.286, -0.019], [1.147, -2.933, -1.887], [-0.530, -0.295, 3.983], [0.754, -0.556, -4.151], [-4.527, 1.207, 0.163], [2.670, -2.785, 0.832], [2.043, 3.103, -0.621], [-1.410, -0.465, -3.863], [2.999, 2.124, 1.122], [-3.128, -0.397, -0.858], [-1.324, 0.419, 2.006], [1.858, -0.781, 1.958], [-2.449, 1.774, -0.878], [-4.416, 1.118, -2.185], [-0.045, 0.393, -2.287], [0.994, 1.402, 0.330], [-2.409, 0.844, 3.894], [0.226, -1.670, 0.170], [-0.212, -0.183, -3.333], [4.020, 2.961, 0.622], [-1.413, 0.337, 3.196], [-2.493, 0.118, 5.120], [-1.023, -0.210, 5.327], [0.268, -1.720, -4.834], [-1.177, -1.309, -5.021], [1.902, 2.174, 0.349], [3.413, 3.493, -0.706], [-1.839, -2.172, -4.960], [4.268, 3.704, 1.376], [0.537, -2.598, -4.248], [-1.039, -1.141, 5.897], [-1.419, -0.715, -5.899], [3.513, 4.571, -0.782], [0.775, -1.785, -5.798], [4.902, 2.426, 0.272], [-3.078, -0.784, 4.941], [-2.889, 0.722, 5.930], [-0.479, 0.540, 5.895], [3.817, 2.914, -1.533]]
}


Record 2
{
  "formula": "C9H12ClN",
  "method": "the ωB97M-V functional and the def2-TZVPD basis",
  "smiles": "[H]/N=C(\\Cl)CC.c1ccccc1",
  "lumo_energy_ev": 0.74,
  "e_tot_ha": -864.96767,
  "largest_force_ev_per_a": 7.25,
  "elements": ["Cl", "N", "C", "C", "C", "C", "C", "C", "C", "C", "C", "H", "H", "H", "H", "H", "H", "H", "H", "H", "H", "H", "H"],
  "positions_angstrom": [[1.647, 2.192, -0.119], [2.819, 0.222, 1.410], [2.039, -0.395, -0.984], [2.259, 0.509, 0.376], [-2.533, -0.681, -0.308], [2.457, -1.873, -0.652], [-2.888, 1.533, 0.076], [-1.548, 1.616, 0.626], [-3.496, 0.404, -0.233], [-1.002, 0.398, 1.055], [-1.305, -0.650, 0.340], [-0.648, -1.482, 0.223], [2.734, 1.064, 2.002], [1.813, -2.128, 0.160], [-4.520, 0.403, -0.528], [1.071, -0.228, -1.344], [2.685, -0.078, -1.711], [-3.152, 2.430, -0.432], [3.383, -1.997, -0.067], [2.466, -2.539, -1.545], [-1.102, 2.518, 0.830], [-2.890, -1.547, -0.847], [-0.288, 0.309, 1.671]]
}


Record 3
{
  "formula": "C9H12ClN4",
  "method": "the ωB97M-V functional and the def2-TZVPD basis",
  "lumo_energy_ev": [-4.72, -8.75],
  "s_squared": 2.054,
  "e_tot_ha": -1028.80056,
  "largest_force_ev_per_a": 4.53,
  "total_charge": 1,
  "spin_multiplicity": 3,
  "elements": ["Cl", "N", "N", "N", "N", "C", "C", "C", "C", "C", "C", "C", "C", "C", "H", "H", "H", "H", "H", "H", "H", "H", "H", "H", "H", "H"],
  "positions_angstrom": [[4.225, 0.658, 2.646], [-0.358, -0.114, 0.628], [3.447, -1.506, 1.512], [-2.128, 1.716, 0.378], [2.568, -2.282, 1.015], [-0.671, 0.667, -1.374], [1.840, 0.240, 1.638], [1.305, -1.818, 0.703], [-1.388, -1.037, 0.109], [-1.764, -0.312, -1.157], [0.546, 0.610, -2.211], [0.912, -0.576, 0.990], [-2.003, 1.224, -0.959], [3.091, -0.313, 1.943], [-2.263, -0.844, -1.917], [1.476, 1.261, 1.899], [-1.161, -2.068, 0.043], [1.286, 1.485, -2.152], [-2.812, 1.215, 0.920], [0.643, -2.585, 0.150], [0.230, 0.650, -3.268], [0.893, -0.509, -2.001], [-0.739, 0.733, 1.183], [-2.263, -0.972, 0.744], [-2.705, 1.695, -1.760], [-2.206, 2.783, 0.297]]
}


Record 4
{
  "formula": "C9H12F3InN2O5S5",
  "method": "the ωB97M-V functional and the def2-TZVPD basis",
  "lumo_energy_ev": -1.29,
  "e_tot_ha": -3316.60569,
  "largest_force_ev_per_a": 2.58,
  "elements": ["In", "S", "S", "S", "S", "S", "F", "F", "F", "O", "O", "O", "O", "O", "N", "N", "C", "C", "C", "C", "C", "C", "C", "C", "C", "H", "H", "H", "H", "H", "H", "H", "H", "H", "H", "H", "H"],
  "positions_angstrom": [[1.553, 0.182, 0.250], [4.387, -1.007, 3.962], [3.937, -0.543, -0.327], [1.950, -1.292, 2.323], [0.195, 1.720, -1.632], [6.092, -0.281, 1.683], [2.479, 2.753, -1.109], [0.945, 4.255, -1.342], [1.797, 3.328, -3.087], [-0.310, -1.038, 0.030], [1.019, 0.575, -1.973], [6.956, -0.445, 4.165], [-0.051, 1.814, -0.196], [-0.936, 1.939, -2.461], [-2.297, -0.452, 0.893], [-2.110, -1.102, -1.358], [-3.714, -0.708, 1.024], [1.403, 3.116, -1.842], [-1.239, -1.684, -2.367], [-3.141, -0.258, -1.948], [-1.537, -0.830, -0.156], [6.020, -0.555, 3.437], [3.633, -1.025, 2.376], [4.428, -0.703, 1.308], [-1.620, -0.033, 2.105], [-4.293, 0.217, 0.942], [-2.343, 0.452, 2.756], [-4.045, -1.423, 0.274], [-2.698, 0.671, -2.320], [-3.931, -0.007, -1.252], [-0.835, 0.685, 1.848], [-3.899, -1.142, 2.009], [-1.816, -2.401, -2.954], [-1.158, -0.878, 2.625], [-0.834, -0.912, -3.028], [-0.409, -2.190, -1.876], [-3.578, -0.800, -2.785]]
}


Record 5
{
  "formula": "C9H12HfNS3Sb",
  "method": "the ωB97M-V functional and the def2-TZVPD basis",
  "lumo_energy_ev": [-4.20, -7.17],
  "s_squared": 0.768,
  "e_tot_ha": -1887.58036,
  "largest_force_ev_per_a": 2.27,
  "total_charge": 1,
  "spin_multiplicity": 2,
  "elements": ["Hf", "Sb", "S", "S", "S", "N", "C", "C", "C", "C", "C", "C", "C", "C", "C", "H", "H", "H", "H", "H", "H", "H", "H", "H", "H", "H", "H"],
  "positions_angstrom": [[1.368, 1.208, 0.032], [3.162, 3.619, 0.778], [1.250, 3.646, -0.752], [3.866, 1.606, -0.432], [1.880, 2.165, 2.297], [-0.911, 1.114, 0.197], [-1.436, 1.216, -1.183], [1.917, -1.949, -0.576], [-1.208, -0.242, 0.734], [-1.536, 2.152, 1.046], [1.469, -3.251, -0.747], [-0.285, -1.291, 0.143], [1.053, -0.938, -0.136], [0.141, -3.565, -0.500], [-0.738, -2.587, -0.055], [-1.060, -0.220, 1.816], [2.956, -1.724, -0.793], [-1.772, -2.838, 0.152], [-1.310, 3.137, 0.647], [-1.238, 2.207, -1.590], [2.157, -4.016, -1.084], [-2.255, -0.494, 0.543], [-0.968, 0.458, -1.813], [-2.516, 1.054, -1.193], [-0.216, -4.573, -0.662], [-1.149, 2.083, 2.060], [-2.622, 2.024, 1.068]]
}


Record 6
{
  "formula": "C9H12IN2O",
  "method": "the ωB97M-V functional and the def2-TZVPD basis",
  "smiles": "CCC=[N+]=C=[NH+]/C([O-])=C(C)\\C=C\\I",
  "lumo_energy_ev": [-5.24, -5.24],
  "e_tot_ha": -832.18633,
  "largest_force_ev_per_a": 4.96,
  "total_charge": 1,
  "elements": ["I", "O", "N", "N", "C", "C", "C", "C", "C", "C", "C", "C", "C", "H", "H", "H", "H", "H", "H", "H", "H", "H", "H", "H", "H"],
  "positions_angstrom": [[-2.611, -1.222, -0.134], [3.163, -1.568, 1.129], [1.461, -0.164, 1.261], [-0.633, 1.009, 1.243], [2.530, -2.365, -1.642], [-1.829, 1.483, 1.253], [-2.385, 2.402, 0.180], [0.213, 0.135, 1.008], [0.225, -2.119, -0.771], [1.557, -1.856, -0.628], [-0.688, -1.816, 0.241], [-1.203, 3.165, -0.456], [2.117, -1.249, 0.595], [-3.073, 3.108, 0.676], [2.051, -2.586, -2.541], [1.852, 0.476, 1.883], [-1.070, 4.143, 0.130], [3.291, -1.722, -1.705], [2.958, -3.316, -1.243], [-0.392, 2.559, -0.345], [-3.137, 1.831, -0.386], [-0.584, -2.122, 1.342], [-2.486, 1.273, 2.162], [-0.027, -2.636, -1.679], [-1.301, 3.157, -1.570]]
}


Record 7
{
  "formula": "C9H12N2",
  "method": "the ωB97M-V functional and the def2-TZVPD basis",
  "smiles": "Nc1ccc2c(n1)CCCC2",
  "lumo_energy_ev": 0.47,
  "e_tot_ha": -459.43873,
  "largest_force_ev_per_a": 5.91,
  "elements": ["N", "N", "C", "C", "C", "C", "C", "C", "C", "C", "C", "H", "H", "H", "H", "H", "H", "H", "H", "H", "H", "H", "H"],
  "positions_angstrom": [[-1.124, -1.127, 0.050], [-3.527, -0.778, -0.180], [-0.709, 1.580, 0.053], [1.857, 1.449, 0.374], [2.690, 0.410, -0.468], [-2.247, -0.278, -0.097], [-2.085, 1.162, -0.076], [0.441, 0.808, 0.194], [1.321, -1.469, 0.342], [0.223, -0.607, -0.052], [2.613, -1.195, -0.265], [2.433, -1.684, -1.185], [-0.387, 2.627, -0.296], [-2.669, 2.227, -0.523], [1.985, 2.518, -0.074], [2.533, 0.925, -1.539], [-3.814, -1.543, 0.497], [-3.951, 0.307, 0.227], [1.448, -1.055, 1.504], [3.505, -1.534, 0.363], [3.780, 0.238, -0.201], [2.026, 1.698, 1.644], [1.042, -2.550, 0.466]]
}


Record 8
{
  "formula": "C9H12N2",
  "method": "the ωB97M-V functional and the def2-TZVPD basis",
  "smiles": "CC/C=C/C=C\\C=C(\\N)C#N",
  "lumo_energy_ev": 0.65,
  "e_tot_ha": -459.58293,
  "largest_force_ev_per_a": 1.46,
  "elements": ["N", "N", "C", "C", "C", "C", "C", "C", "C", "C", "C", "H", "H", "H", "H", "H", "H", "H", "H", "H", "H", "H", "H"],
  "positions_angstrom": [[-1.375, -2.914, 1.601], [0.696, -0.580, 2.870], [2.322, -0.038, -0.780], [-2.363, 0.714, 1.196], [-1.321, -1.526, 1.606], [-1.415, 1.613, 0.925], [0.154, 1.261, -0.936], [-0.213, -0.979, 2.293], [1.480, 0.962, -1.571], [-0.081, 1.349, 0.367], [-2.293, -0.734, 1.103], [3.211, -0.306, -1.345], [-0.671, 1.396, -1.627], [1.744, -0.939, -0.585], [-3.161, -1.221, 0.670], [0.725, 1.255, 1.085], [-1.982, -3.327, 0.911], [-3.341, 1.078, 1.493], [2.049, 1.889, -1.694], [2.633, 0.379, 0.173], [-0.497, -3.392, 1.727], [-1.649, 2.659, 1.090], [1.300, 0.561, -2.572]]
}


Record 9
{
  "formula": "C9H12N2",
  "method": "the ωB97M-V functional and the def2-TZVPD basis",
  "lumo_energy_ev": [-10.91, -10.92],
  "e_tot_ha": -458.72064,
  "largest_force_ev_per_a": 6.19,
  "total_charge": 2,
  "elements": ["N", "N", "C", "C", "C", "C", "C", "C", "C", "C", "C", "H", "H", "H", "H", "H", "H", "H", "H", "H", "H", "H", "H"],
  "positions_angstrom": [[0.067, -0.804, -0.763], [-2.818, 0.234, -0.072], [1.228, -0.452, -0.355], [2.478, -1.177, -0.691], [3.715, -0.741, -0.143], [2.611, 1.418, 0.636], [-2.874, -0.862, 0.970], [1.430, 0.855, 0.295], [-1.649, 0.695, -0.377], [-3.951, 0.687, -0.589], [3.727, 0.565, 0.473], [-1.251, 1.234, -1.223], [-3.088, -1.912, 0.538], [-3.619, -0.662, 1.658], [-4.182, 1.480, -1.253], [-1.962, -0.905, 1.541], [0.494, 1.358, 0.554], [-4.807, 0.309, -0.125], [2.976, 2.457, 0.823], [2.395, -2.046, -1.251], [-0.268, -1.459, -1.349], [4.668, -1.226, -0.204], [4.680, 0.955, 0.909]]
}